No. 1
C34H45N7Yb as an isolated structure. Source: the Open Molecules 2025 dataset; level of theory: wB97M-V/def2-TZVPD.

E_HOMO (alpha / beta) ... -0.6 / -2.1 eV
Charge ... -1
2S+1 ... 2
⟨S²⟩ ... 0.764
Gap between HOMO and LUMO (alpha / beta) ... 2.95 / 4.51 eV
Lowest unoccupied orbital energy (alpha / beta) ... 0.0877 / 0.0876 Ha

Each line ends with the Löwdin spin population.
CARTESIAN COORDINATES (ANGSTROEM)
Yb  0.66175  -0.15317  1.12213  0.016
N  0.54065  -2.27698  2.16929  0.242
N  1.11692  -2.65802  -0.94957  0.008
C  2.24392  1.70461  0.56916  0.001
C  3.08240  0.60586  0.89900  0.000
C  2.87309  0.28350  2.26849  0.001
C  3.38646  -0.91632  2.96317  0.001
H  4.23946  -1.34546  2.42213  0.000
H  2.60694  -1.69537  3.04640  0.001
H  3.71454  -0.65238  3.97996  0.000
C  1.94479  1.21683  2.80338  0.000
C  1.44604  1.21473  4.19912  0.000
H  2.23687  1.55998  4.88391  0.000
H  1.15347  0.20654  4.53363  0.001
H  0.57884  1.87689  4.32096  0.000
C  1.55463  2.10000  1.75596  0.000
C  0.59161  3.22267  1.85506  0.000
H  -0.19199  3.03895  2.60293  0.000
H  0.10319  3.41587  0.89082  0.000
H  1.11716  4.14488  2.14610  0.000
C  3.85252  -0.20246  -0.06481  0.000
H  4.65883  -0.77350  0.42120  0.000
H  4.24316  0.40818  -0.88886  0.000
H  3.16539  -0.94482  -0.53686  0.000
C  1.99984  2.24930  -0.78573  0.000
H  0.98183  2.01947  -1.15382  0.000
H  2.69835  1.82179  -1.51637  0.000
H  2.10668  3.34551  -0.78921  0.000
C  -0.30836  -2.36677  3.23106  0.161
H  -0.19874  -1.59805  4.00957  0.015
C  -1.25837  -3.38383  3.34669  0.038
H  -1.93330  -3.38067  4.20009  -0.003
C  -1.32569  -4.37225  2.36311  0.239
H  -2.06730  -5.16282  2.42304  0.023
C  -0.38753  -4.36602  1.34689  0.102
H  -0.38214  -5.11363  0.55588  0.003
C  0.59528  -3.34237  1.29074  0.104
C  1.56915  -3.24945  0.22731  0.021
H  2.62781  -3.08968  0.46881  0.001
C  1.36846  -1.33382  -1.30984  0.000
C  0.18521  -3.23603  -1.84028  0.003
H  -0.15303  -4.25135  -1.73579  0.001
C  -0.10305  -2.30930  -2.75345  0.002
H  -0.75822  -2.35337  -3.61103  0.000
N  0.65986  -1.17251  -2.46652  0.000
C  0.71420  -0.02725  -3.32821  0.000
C  1.92424  0.31416  -3.94387  0.000
C  1.98406  1.48609  -4.71000  0.000
H  2.93236  1.78642  -5.16778  0.000
C  0.84984  2.27524  -4.91395  0.000
C  0.92858  3.53656  -5.72484  0.000
H  0.91749  4.42261  -5.07712  0.000
H  0.07418  3.61957  -6.40808  0.000
H  1.85729  3.55847  -6.30281  0.000
C  -0.36872  1.85702  -4.37348  0.000
H  -1.26733  2.45610  -4.54699  0.000
C  -0.46090  0.68288  -3.61138  0.000
C  -1.77932  0.24332  -3.06097  0.000
H  -2.17151  -0.65202  -3.56645  0.000
H  -2.52347  1.03801  -3.20371  0.000
H  -1.72570  0.01794  -1.98776  0.000
C  3.12865  -0.55261  -3.79019  0.000
H  2.92105  -1.60233  -4.06264  0.000
H  3.51895  -0.53102  -2.75869  0.000
H  3.91591  -0.18897  -4.46731  0.000
C  -2.34937  1.44209  0.53748  0.000
N  -1.74828  0.26394  1.26184  0.000
C  -2.43026  -0.97133  0.75707  0.000
N  -3.89365  -0.92290  0.92777  0.001
C  -4.43692  0.26423  0.21954  0.000
N  -3.81844  1.51741  0.70024  0.000
C  -4.12784  1.63813  2.14624  0.000
N  -3.58742  0.48624  2.91146  0.000
C  -2.12990  0.42818  2.70998  0.008
C  -4.20017  -0.75178  2.37106  0.001
H  -2.12869  1.36796  -0.53738  0.000
H  -1.90486  2.36289  0.94491  0.000
H  -2.20620  -1.09389  -0.31710  0.000
H  -2.04427  -1.83535  1.32279  -0.001
H  -5.51541  0.30788  0.42186  0.000
H  -4.25425  0.15883  -0.86040  0.000
H  -3.68183  2.56586  2.52961  0.000
H  -5.22019  1.66216  2.26965  0.000
H  -1.74056  -0.42522  3.28365  0.004
H  -1.68052  1.36313  3.08603  0.000
H  -5.29234  -0.68255  2.48030  0.000
H  -3.81587  -1.62120  2.92575  0.001

Atoms 1-3, force components in eV/Å:
Yb 0.1280 -1.9141 -1.0429
N 0.6706 0.5717 -0.1187
N -0.9621 1.5930 -1.5943

=====

No. 2
A 2-piece molecular cluster, C34H46BBrCl2I2N2O5S overall. Source: the Open Molecules 2025 dataset; level of theory: wB97M-V/def2-TZVPD.

E_HOMO ... -8.0 eV
2S+1 ... 1
SMILES string ... CC[C@H](Br)c1cc(Cl)c2c(c1)N(B(C)O)c1c(CCCCCCCCCCCOC)c(/C(I)=C(/C)I)c(Cl)c(N)c1S2.O=C1OCCO1
Gap between HOMO and LUMO ... 7.42 eV
Lowest unoccupied orbital energy ... -0.0197 Ha

Each line ends with the Mulliken charge.
CARTESIAN COORDINATES (ANGSTROEM)
C  4.97289  -6.35229  0.06576  -0.938
C  4.39934  -4.95303  -0.48948  -0.392
C  4.39062  -3.83784  0.70151  -0.091
Br  2.78490  -4.02108  1.87678  -0.125
C  4.62307  -2.35190  0.15426  0.139
C  5.94903  -2.06607  -0.63329  -0.599
C  6.27896  -0.64936  -1.16348  -0.021
Cl  7.82466  -0.23029  -2.04322  -0.228
C  5.27917  0.51541  -0.92108  0.146
C  3.95126  0.30469  -0.15438  -0.341
C  3.66689  -1.15586  0.36379  0.008
N  2.94767  1.33324  0.17123  0.922
B  3.14470  1.91808  1.54677  0.452
C  2.28248  1.21299  2.76296  -0.732
O  4.07210  3.01890  1.82073  -0.572
C  2.80516  2.36313  -0.87623  0.232
C  1.36797  2.98865  -1.04953  -0.224
C  0.12869  2.51566  -0.12029  -0.753
C  -0.21773  0.94034  -0.31816  -0.325
C  -0.47561  0.53573  -1.84958  -0.585
C  -2.02761  0.77504  -2.24898  0.027
C  -2.70150  -0.63053  -2.63539  -0.862
C  -3.50461  -1.34419  -1.44120  -0.036
C  -4.61626  -2.39030  -1.98322  -0.860
C  -6.11757  -1.83425  -1.91606  -0.654
C  -6.56808  -1.34528  -0.43806  -0.520
C  -6.82671  0.25246  -0.55383  -0.481
C  -6.83613  1.01364  0.85324  -0.593
O  -5.56534  0.84795  1.54176  -0.249
C  -5.22070  2.06035  2.27325  -0.717
C  1.11601  4.11689  -2.10637  0.643
C  -0.30350  4.83064  -2.31371  -1.134
I  -1.54079  4.34334  -4.07090  0.046
C  -0.75096  5.79653  -1.35387  0.498
C  -2.14987  6.55947  -1.42291  -1.091
I  0.59573  6.22750  0.33805  0.005
C  2.28574  4.61015  -3.04057  -0.070
Cl  2.00649  5.89341  -4.32367  -0.193
C  3.71062  4.01385  -2.89142  -0.212
N  4.80371  4.51533  -3.76012  -0.588
C  3.92474  2.91748  -1.78919  0.394
S  5.64592  2.22328  -1.54837  -0.302
H  5.38602  -7.03666  -0.76348  0.304
H  5.78118  -6.22218  0.87837  0.285
H  4.10968  -6.91331  0.58624  0.235
H  5.04016  -4.52727  -1.35161  0.367
H  3.31817  -5.05711  -0.84741  0.338
H  5.29590  -4.06823  1.38366  0.400
H  6.65887  -2.95877  -0.78009  0.367
H  2.69875  -1.33823  0.96252  -0.186
H  1.67242  0.33825  2.31118  0.144
H  1.51656  1.91783  3.23000  0.296
H  3.03607  0.76996  3.49741  0.271
H  4.94603  2.55129  1.88423  0.291
H  0.34901  2.78868  0.97456  0.259
H  -0.84292  3.08290  -0.38609  0.267
H  -1.14586  0.72381  0.34044  0.418
H  0.62790  0.30944  0.15693  -0.146
H  0.14770  1.12373  -2.60701  0.213
H  -0.14876  -0.56606  -1.95813  0.459
H  -2.58252  1.34252  -1.40919  0.268
H  -2.07088  1.46135  -3.17980  -0.206
H  -3.44718  -0.52072  -3.51504  0.326
H  -1.85584  -1.30875  -3.03884  0.320
H  -3.92707  -0.58857  -0.68511  0.067
H  -2.75594  -1.98908  -0.83561  0.175
H  -4.59008  -3.34120  -1.32572  0.342
H  -4.37875  -2.76474  -3.05044  0.349
H  -6.23181  -0.97554  -2.67191  0.322
H  -6.88305  -2.63967  -2.23663  0.337
H  -7.59226  -1.79919  -0.14844  0.381
H  -5.74576  -1.58224  0.31512  0.271
H  -5.95198  0.66278  -1.18334  0.173
H  -7.77909  0.43988  -1.17601  0.350
H  -7.04062  2.13144  0.62766  0.379
H  -7.65975  0.55691  1.50246  0.256
H  -4.46452  1.77174  3.08393  0.229
H  -6.11826  2.52684  2.81491  0.320
H  -4.71044  2.84790  1.59769  0.247
H  -2.99419  5.89000  -1.84342  0.345
H  -2.10150  7.54327  -2.02610  0.259
H  -2.50749  6.84844  -0.36141  0.328
H  4.68943  5.52346  -3.94364  0.310
H  4.67175  4.04682  -4.68085  0.302
O  -1.33135  -2.85659  5.96172  -0.527
C  -0.46718  -3.65657  5.74876  0.619
O  0.43397  -4.08178  6.67767  -0.330
C  1.13342  -5.18021  6.10959  -0.351
C  0.97920  -4.95275  4.63663  0.020
O  -0.25683  -4.25889  4.54547  -0.292
H  2.17801  -5.18067  6.42476  0.299
H  0.66188  -6.10988  6.44160  0.246
H  1.77119  -4.31999  4.22568  -0.156
H  0.94300  -5.88625  4.07263  0.415

Atoms 1-3, force components in eV/Å:
C -0.6038 -0.2632 0.2889
C 0.1215 0.3948 0.6378
C 1.8020 0.3354 -0.8817

=====

Across the entries above, max |F| takes the values 3.11 4.75 eV/A, respectively.
Across the entries above, electronic energy takes the values -2864.47171 -6321.30495 hartree, respectively.